This record from the OMol25 dataset describes C36H46ClCsGe2N11O6S as an isolated structure. The level of theory is wB97M-V/def2-TZVPD.

Element x y z (Å)
Cs1 -0.5304 0.0066 -0.1702
C1 -5.0532 -0.9613 -3.0867
C2 -3.6546 -1.0861 -2.5450
N1 -2.7553 -0.1714 -2.6960
N2 -3.1369 0.8630 -3.4801
C3 -2.3128 1.9021 -3.5398
N3 -2.7716 2.8674 -4.3963
S1 -0.8277 2.2424 -2.7534
C4 -3.2670 -2.3576 -1.8928
C5 -4.0862 -3.4887 -2.0199
C6 -3.6778 -4.6932 -1.4766
C7 -2.4597 -4.7597 -0.8165
C8 -1.7095 -3.5933 -0.7283
N4 -2.1043 -2.4273 -1.2300
H1 -5.2957 0.0905 -3.2029
H2 -5.7766 -1.4281 -2.4169
H3 -5.1468 -1.4303 -4.0720
H4 -3.5126 2.6021 -5.0235
H5 -2.1130 3.5712 -4.6750
H6 -5.0181 -3.4311 -2.5623
H7 -4.2991 -5.5748 -1.5826
H8 -2.0812 -5.6847 -0.4018
H9 -0.7434 -3.6060 -0.2328
N5 -0.5697 -2.2587 2.6789
N6 -1.8327 -2.8096 2.4430
C9 -2.8678 -2.0576 2.0294
N7 -3.9460 -2.7440 1.5833
N8 -2.7145 -0.7423 2.1187
N9 -3.6775 0.0512 1.5705
O1 -4.8593 -0.2978 1.4966
O2 -3.2926 1.1493 1.2118
H10 0.1380 -2.7618 2.1248
H11 -0.3487 -2.3535 3.6628
H12 -1.9389 -3.8114 2.3853
H13 -3.7575 -3.5869 1.0594
H14 -4.7175 -2.1680 1.2788
O3 5.7473 -2.6138 -1.8816
C10 4.6587 -2.8996 -1.1215
O4 4.8008 -3.2576 0.0115
C11 3.3367 -2.7637 -1.7633
C12 2.9745 -2.6566 -3.0937
Cl1 3.9566 -2.5355 -4.4962
N10 1.6339 -2.6062 -3.1690
N11 1.0885 -2.6626 -1.9282
C13 2.0918 -2.7673 -1.0840
C14 1.7583 -2.6797 0.3972
O5 1.9228 -1.5429 0.8738
O6 1.2315 -3.6858 0.9265
C15 0.7695 -2.4753 -4.2961
C16 0.8934 -3.3392 -5.3746
C17 0.0190 -3.2132 -6.4431
C18 -0.9794 -2.2482 -6.4163
C19 -1.1044 -1.4042 -5.3213
C20 -0.2233 -1.5087 -4.2558
H15 5.4798 -2.3241 -2.7634
H16 1.6523 -4.1101 -5.3682
H17 0.1089 -3.8832 -7.2886
H18 -1.6663 -2.1601 -7.2487
H19 -1.8843 -0.6534 -5.2785
H20 -0.3278 -0.8503 -3.4032
C21 -4.0532 2.5126 5.5708
C22 -3.4909 2.1148 4.2053
Ge1 -1.5350 1.9312 4.2967
C23 -1.0959 0.2501 5.2275
C24 -0.1734 0.4284 6.4313
C25 -0.7315 3.4939 5.1988
C26 0.1623 4.0216 4.3401
Ge2 0.0257 2.8942 2.6948
C27 1.7714 2.0547 2.3435
C28 2.3169 1.2947 3.5488
C29 -0.7199 3.7007 1.0647
C30 -0.0398 4.9579 0.5239
C31 1.0828 5.1399 4.6379
C32 1.7135 5.8254 3.6001
C33 2.5833 6.8759 3.8535
C34 2.8521 7.2556 5.1601
C35 2.2468 6.5715 6.2068
C36 1.3770 5.5248 5.9484
H21 -5.1437 2.5816 5.5517
H22 -3.6653 3.4812 5.8922
H23 -3.7859 1.7832 6.3408
H24 -3.7493 2.8500 3.4426
H25 -3.9197 1.1620 3.8895
H26 -0.6513 -0.3987 4.4735
H27 -2.0362 -0.2203 5.5303
H28 0.7600 0.9192 6.1496
H29 0.0828 -0.5303 6.8902
H30 -0.6411 1.0489 7.1993
H31 -0.8874 3.8976 6.2005
H32 2.4578 2.8563 2.0521
H33 1.6970 1.3854 1.4849
H34 2.3822 1.9423 4.4278
H35 3.3114 0.8918 3.3512
H36 1.6718 0.4497 3.7980
H37 -1.7823 3.8759 1.2456
H38 -0.6819 2.9384 0.2828
H39 -0.1939 5.8166 1.1802
H40 -0.4272 5.2043 -0.4662
H41 1.0390 4.8144 0.4149
H42 1.5131 5.5299 2.5778
H43 3.0554 7.3929 3.0274
H44 3.5365 8.0694 5.3643
H45 2.4620 6.8499 7.2314
H46 0.9280 4.9876 6.7743

Forces on atoms 1 to 6 (eV/Å):
0.09 -0.09 0.04
0.01 0.00 0.01
-0.01 0.03 -0.03
0.01 -0.04 0.10
-0.02 0.09 0.04
0.08 -0.09 -0.02

Properties
spin multiplicity = 1
E_LUMO = 1.89 eV
highest occupied orbital energy = -0.1777 hartree
total charge = -1
frontier orbital gap = 0.2470 hartree

This record from the OMol25 dataset describes C36H46ClCsGe2N11O6S as an isolated structure in a non-equilibrium geometry. The level of theory is wB97M-V/def2-TZVPD.

Element x y z (Å)
Cs1 0.1581 -2.5147 -0.1474
C1 -2.1915 2.8297 2.1679
C2 -1.7351 1.4325 1.8637
N1 -2.0455 0.7583 0.8282
N2 -3.0100 1.3393 -0.0044
C3 -2.8158 1.0757 -1.2546
N3 -3.7870 1.4705 -2.1384
S1 -1.3896 0.3078 -1.9686
C4 -0.8704 0.7368 2.8718
C5 -0.3920 1.4144 3.9966
C6 0.2871 0.7058 4.9782
C7 0.4738 -0.6538 4.8113
C8 0.0065 -1.2340 3.6377
N4 -0.6394 -0.5679 2.6928
H1 -2.7536 3.2326 1.3312
H2 -1.3305 3.4752 2.3565
H3 -2.8218 2.8571 3.0617
H4 -4.7006 1.6319 -1.7452
H5 -3.7422 1.0621 -3.0550
H6 -0.5655 2.4751 4.1120
H7 0.6426 1.2118 5.8682
H8 0.9502 -1.2689 5.5645
H9 0.1616 -2.2953 3.4593
N5 2.5074 0.7741 2.0133
N6 3.1933 0.0074 2.9332
C9 3.1747 -1.3389 2.8400
N7 3.7638 -2.0067 3.8564
N8 2.6754 -1.8325 1.7181
N9 2.5102 -3.1863 1.6601
O1 2.3586 -3.6181 0.5359
O2 2.3666 -3.8911 2.6710
H10 3.0959 1.1823 1.3011
H11 1.8724 1.4204 2.4551
H12 3.7547 0.4351 3.6525
H13 3.8962 -1.5047 4.7172
H14 3.5222 -2.9847 3.9234
O3 -3.4078 -7.2744 -0.4985
C10 -4.1484 -6.8343 0.4956
O4 -5.0371 -7.4918 0.9939
C11 -3.8060 -5.4841 1.0153
C12 -4.2108 -4.9660 2.2274
Cl1 -5.2562 -5.5798 3.4274
N10 -3.6428 -3.7493 2.3770
N11 -2.9042 -3.4207 1.2895
C13 -2.9977 -4.4512 0.4734
C14 -2.2274 -4.4010 -0.8302
O5 -1.8548 -5.5184 -1.2822
O6 -1.9629 -3.2771 -1.2717
C15 -3.6995 -2.8187 3.4527
C16 -3.4758 -3.2392 4.7545
C17 -3.4762 -2.3015 5.7775
C18 -3.6865 -0.9605 5.4965
C19 -3.8972 -0.5529 4.1857
C20 -3.9023 -1.4773 3.1548
H15 -2.6779 -6.6009 -0.7555
H16 -3.2927 -4.2857 4.9579
H17 -3.3019 -2.6257 6.7959
H18 -3.6793 -0.2310 6.2973
H19 -4.0554 0.4920 3.9524
H20 -4.0206 -1.1766 2.1229
C21 3.2839 -2.1662 -4.0408
C22 2.2323 -2.0136 -2.9467
Ge1 2.2556 -0.3063 -1.8469
C23 4.2511 -0.2379 -1.4024
C24 5.1872 0.4179 -2.4119
C25 2.1911 1.0027 -3.3936
C26 1.2235 1.9305 -3.4601
Ge2 -0.0422 2.1476 -1.9848
C27 0.7332 2.4913 -0.2056
C28 2.1499 3.0536 -0.2770
C29 -1.2251 3.6883 -2.3429
C30 -0.4316 4.9951 -2.3371
C31 1.0772 2.8459 -4.6208
C32 -0.1030 2.8702 -5.3659
C33 -0.2503 3.7306 -6.4437
C34 0.7814 4.5908 -6.7985
C35 1.9631 4.5727 -6.0706
C36 2.1078 3.7105 -4.9924
H21 3.1548 -3.0787 -4.6342
H22 4.2893 -2.2036 -3.6102
H23 3.2713 -1.3231 -4.7371
H24 2.3211 -2.8657 -2.2599
H25 1.2223 -2.0934 -3.3692
H26 4.5574 -1.2733 -1.2055
H27 4.3588 0.2736 -0.4343
H28 5.1512 -0.0840 -3.3826
H29 6.2356 0.4292 -2.0883
H30 4.8970 1.4576 -2.6011
H31 2.8622 0.9851 -4.2627
H32 0.7142 1.5286 0.3044
H33 0.0628 3.1905 0.3100
H34 2.8304 2.3340 -0.7439
H35 2.5439 3.3108 0.7130
H36 2.1999 3.9688 -0.8740
H37 -1.9868 3.7012 -1.5582
H38 -1.7573 3.5666 -3.2866
H39 0.0868 5.1429 -1.3850
H40 -1.0748 5.8666 -2.4892
H41 0.3253 5.0110 -3.1265
H42 -0.9066 2.1904 -5.1018
H43 -1.1716 3.7256 -7.0142
H44 0.6655 5.2672 -7.6366
H45 2.7764 5.2359 -6.3416
H46 3.0269 3.7001 -4.4177

Forces on atoms 1 to 6 (eV/Å):
-0.66 1.55 0.18
-0.02 0.07 0.01
0.12 -0.19 0.18
-0.50 0.40 -0.15
0.76 -0.47 0.00
-0.48 0.15 0.15

Properties
spin multiplicity = 1
E_LUMO = 1.27 eV
highest occupied orbital energy = -0.1276 hartree
total charge = -1
frontier orbital gap = 0.1741 hartree

This record from the OMol25 dataset describes C36H46ClF9HfO2P4 as an isolated structure in a non-equilibrium geometry. The level of theory is wB97M-V/def2-TZVPD.

Element x y z (Å)
P1 1.1742 0.9568 -4.5368
C1 2.8670 1.4399 -4.8242
C2 3.6048 0.8325 -5.8482
H1 3.1771 0.0109 -6.4183
C3 4.8929 1.2736 -6.1365
H2 5.4575 0.7930 -6.9315
C4 5.4547 2.3217 -5.4103
H3 6.4617 2.6615 -5.6359
C5 4.7210 2.9341 -4.3959
H4 5.1529 3.7540 -3.8266
C6 3.4301 2.5014 -4.1006
H5 2.8707 2.9983 -3.3106
C7 0.9165 -0.6179 -5.3703
C8 1.6066 -1.7459 -4.8955
H6 2.3030 -1.6377 -4.0654
C9 1.4045 -2.9895 -5.4865
H7 1.9490 -3.8521 -5.1102
C10 0.5265 -3.1196 -6.5595
H8 0.3805 -4.0903 -7.0252
C11 -0.1540 -2.0057 -7.0433
H9 -0.8322 -2.1007 -7.8870
C12 0.0303 -0.7585 -6.4533
H10 -0.5182 0.1094 -6.8197
C13 0.1729 2.2201 -5.3263
C14 0.5989 2.8038 -6.5328
H11 1.5111 2.4545 -7.0118
C15 -0.1367 3.8361 -7.1050
H12 0.2000 4.2800 -8.0373
C16 -1.2922 4.3057 -6.4812
H13 -1.8594 5.1163 -6.9293
C17 -1.7126 3.7469 -5.2761
H14 -2.6015 4.1193 -4.7744
C18 -0.9829 2.7117 -4.6972
H15 -1.2908 2.2780 -3.7488
Hf1 0.0871 0.0628 0.1579
C19 -1.6179 -1.1898 -0.4993
C20 -1.8632 -1.3817 -1.7951
H16 -2.1822 -1.6208 0.3209
C21 -0.9064 -0.7544 -2.8001
O1 -1.6278 -0.0780 -3.8279
H17 -0.9209 0.3235 -4.4070
C22 0.0811 0.1247 -2.1250
H18 -0.3392 -1.5621 -3.3058
C23 0.9693 0.8589 -2.7762
Cl1 1.9706 1.4834 0.2204
P2 -1.4024 1.9961 0.3592
P3 1.5749 -1.8848 0.0913
C24 -0.8444 2.8975 1.8050
H19 0.1866 3.2413 1.6638
H20 -0.8671 2.2596 2.6916
H21 -1.5090 3.7567 1.9511
C25 -1.4056 3.1721 -0.9745
H22 -2.0319 2.8079 -1.7986
H23 -0.3870 3.3283 -1.3568
H24 -1.8073 4.1270 -0.6147
C26 -3.1069 1.5649 0.6709
H25 -3.1731 0.8564 1.5053
H26 -3.5517 1.0912 -0.2143
H27 -3.6727 2.4705 0.9208
C27 2.3076 -2.0236 1.7127
H28 1.5824 -2.4368 2.4202
H29 2.6150 -1.0382 2.0898
H30 3.1808 -2.6843 1.6523
C28 0.7730 -3.4490 -0.2283
H31 0.3623 -3.4698 -1.2488
H32 -0.0598 -3.5937 0.4748
H33 1.4933 -4.2668 -0.1111
C29 2.9307 -1.7551 -1.0600
H34 3.2806 -0.7162 -1.1288
H35 2.6050 -2.0730 -2.0578
H36 3.7544 -2.3954 -0.7233
P4 -3.1835 -2.4393 -2.3782
C30 -3.8051 -3.4004 -1.0124
C31 -2.5520 -3.5259 -3.6507
H37 -4.2360 -2.7554 -0.2331
H38 -3.0139 -4.0153 -0.5599
H39 -4.5982 -4.0660 -1.3893
H40 -2.2352 -2.9433 -4.5276
H41 -3.3470 -4.2247 -3.9578
H42 -1.6930 -4.1048 -3.2825
C32 -4.5391 -1.5179 -3.0850
H43 -4.8939 -0.7525 -2.3821
H44 -5.3705 -2.2040 -3.3140
H45 -4.2080 -1.0265 -4.0092
H46 1.7330 1.3980 -2.2274
F1 0.4928 -2.7073 4.1403
C33 0.2746 -1.3937 4.4658
F2 -0.1279 -1.4208 5.7532
F3 1.4519 -0.7373 4.4190
C34 -0.7350 -0.6704 3.4265
O2 -0.1183 -0.1544 2.3390
C35 -1.8520 -1.7336 3.1188
F4 -2.3645 -2.3146 4.2200
F5 -2.9026 -1.1865 2.4279
F6 -1.3471 -2.7292 2.3219
C36 -1.4312 0.4336 4.3494
F7 -2.0369 -0.0257 5.4634
F8 -0.4910 1.3355 4.7192
F9 -2.4101 1.1011 3.6651

Forces on atoms 1 to 6 (eV/Å):
1.10 0.49 -0.91
0.63 0.05 -0.21
0.05 0.04 0.07
0.10 0.16 0.07
0.01 0.03 0.04
-0.09 0.10 0.15

Properties
spin multiplicity = 1
E_LUMO = -5.61 eV
highest occupied orbital energy = -0.5083 hartree
total charge = +2
frontier orbital gap = 0.3020 hartree

This record from the OMol25 dataset describes a 8-piece molecular cluster, C36H46ClNO20 overall in a non-equilibrium geometry. The level of theory is wB97M-V/def2-TZVPD.

Element x y z (Å)
O1 -3.7865 1.6714 3.6013
N1 -3.1118 2.3086 2.9108
O2 -1.8762 1.6639 2.5526
C1 -1.9278 0.2925 2.5259
C2 -1.2463 -0.4634 3.3732
C3 -0.3470 0.1015 4.4131
C4 1.0383 -0.1852 3.8929
O3 1.1749 -0.4329 2.7115
O4 2.0508 -0.1669 4.7558
C5 -1.2831 -1.9436 3.2850
O5 -0.8932 -2.6286 4.2058
C6 -1.7879 -2.5446 2.0345
C7 -2.4500 -1.7609 1.1946
Cl1 -2.9877 -2.3845 -0.3146
C8 -2.7397 -0.3299 1.4637
O6 -3.5615 0.2981 0.8266
H1 -0.4460 1.1757 4.4588
H2 -0.5328 -0.3296 5.3877
H3 2.8433 -0.1950 4.2058
H4 -1.6034 -3.5767 1.8146
O7 1.6506 -3.7921 0.1059
C9 2.4248 -3.0240 -0.3866
C10 3.2921 -2.0050 0.3289
C11 3.7182 -1.0823 -0.8125
C12 3.7075 -2.0267 -2.0036
O8 2.6640 -2.9804 -1.7162
H5 4.1362 -2.5249 0.7861
H6 2.7193 -1.4736 1.0816
H7 4.6783 -0.5949 -0.6631
H8 2.9689 -0.3027 -0.9545
H9 4.6505 -2.5678 -2.1146
H10 3.4818 -1.5245 -2.9390
O9 3.8482 -0.2568 -5.2721
C13 3.8579 -1.2603 -5.9231
C14 4.1053 -1.3904 -7.4131
C15 3.6003 -2.8023 -7.7075
C16 3.8397 -3.5041 -6.3777
O10 3.6714 -2.4814 -5.3788
H11 5.1757 -1.2889 -7.5970
H12 3.5607 -0.6267 -7.9600
H13 4.0967 -3.2890 -8.5442
H14 2.5315 -2.7721 -7.9223
H15 4.8525 -3.9033 -6.2939
H16 3.1302 -4.3046 -6.1868
O11 4.9405 1.8448 -1.7428
C17 4.3220 2.6902 -2.3250
C18 3.3559 2.4936 -3.4747
C19 3.2056 3.9119 -4.0210
C20 3.4481 4.7555 -2.7781
O12 4.3801 3.9966 -1.9823
H17 2.4146 2.1086 -3.0774
H18 3.7584 1.8038 -4.2080
H19 2.2440 4.1077 -4.4909
H20 3.9867 4.1053 -4.7582
H21 2.5381 4.9034 -2.1934
H22 3.8837 5.7263 -3.0022
O13 0.1738 3.2492 -3.6720
C21 -0.5200 2.7057 -2.8649
C22 -2.0178 2.4637 -2.9424
C23 -2.3692 2.1159 -1.4967
C24 -1.0734 1.4975 -0.9956
O14 -0.0275 2.1748 -1.7201
H23 -2.1990 1.6296 -3.6216
H24 -2.5321 3.3511 -3.2986
H25 -3.2256 1.4561 -1.3909
H26 -2.5798 3.0316 -0.9417
H27 -1.0112 0.4284 -1.2152
H28 -0.9190 1.6474 0.0708
O15 -9.5965 -0.5367 5.7574
C25 -8.7983 0.2555 5.3581
C26 -7.9994 1.2565 6.1682
C27 -7.4799 2.2120 5.0949
C28 -7.3917 1.3018 3.8783
O16 -8.4518 0.3410 4.0481
H29 -7.1898 0.7261 6.6714
H30 -8.6326 1.7484 6.9001
H31 -6.5331 2.6878 5.3405
H32 -8.2153 2.9977 4.9166
H33 -6.4471 0.7616 3.8289
H34 -7.5424 1.8340 2.9423
O17 -5.4090 -3.8528 1.4913
C29 -6.4876 -3.5455 1.9065
C30 -7.8319 -3.9130 1.3065
C31 -8.7855 -2.9475 2.0064
C32 -8.0839 -2.7207 3.3358
O18 -6.6712 -2.8285 3.0385
H35 -8.0481 -4.9531 1.5543
H36 -7.8162 -3.7839 0.2284
H37 -9.8000 -3.3238 2.1177
H38 -8.8338 -2.0099 1.4497
H39 -8.3398 -3.4823 4.0758
H40 -8.2902 -1.7383 3.7482
O19 10.0870 2.2367 2.5007
C33 9.4181 1.7683 1.6295
C34 8.2501 2.4184 0.9106
C35 7.5756 1.2304 0.2290
C36 8.7491 0.2864 0.0149
O20 9.6440 0.5342 1.1155
H41 8.6422 3.1365 0.1893
H42 7.5983 2.9217 1.6179
H43 7.0492 1.4827 -0.6873
H44 6.8560 0.7763 0.9127
H45 9.2828 0.4924 -0.9156
H46 8.4567 -0.7610 0.0259

Forces on atoms 1 to 6 (eV/Å):
-0.16 -0.21 -0.17
-0.18 0.54 0.40
0.14 -0.20 -0.58
-0.07 -0.28 0.39
-0.10 0.46 0.53
0.30 -0.12 0.09

Properties
spin multiplicity = 1
E_LUMO = -1.76 eV
highest occupied orbital energy = -0.3579 hartree
SMILES = O=NOC1=C(CC(=O)O)C(=O)C=C(Cl)C1=O.O=C1CCCO1.O=C1CCCO1.O=C1CCCO1.O=C1CCCO1.O=C1CCCO1.O=C1CCCO1.O=C1CCCO1
frontier orbital gap = 0.2933 hartree